ORCA calculation (wB97M-V/def2-TZVPD) on a structure of composition C5H4N5O3P in a non-equilibrium geometry.

Calculated values
LUMO level (spin up / spin down)	6.3 / 3.8	eV
net charge	-2
electronic energy	-1033.74852	Eh
frontier orbital gap (spin up / spin down)	0.2730 / 0.1909	hartree
HOMO energy (spin up / spin down)	-1.2 / -1.4	eV
F_max	0.109	Eh/bohr

Structure (XYZ):
```
18
Properties=species:S:1:pos:R:3:forces:R:3
C -1.23984 -3.15480 -1.89370 1.5 -0.3 -1.8
C 0.25372 -1.81530 -1.02697 -2.3 0.6 1.1
C -0.84200 -2.13518 -0.19369 0.2 0.3 1.5
C 1.07791 0.74416 0.96321 0.8 3.1 4.6
C 1.20991 -0.67502 -0.85076 -1.6 -3.3 -2.4
N -0.12708 -2.45814 -2.17058 0.9 -0.7 -1.3
N 1.53341 -0.27583 0.38369 1.4 -1.3 0.5
N 1.85958 -0.30031 -1.87796 1.6 2.8 -0.3
N -1.74617 -2.99005 -0.66251 0.6 0.5 0.6
N -0.04963 1.37416 0.82862 -1.1 -0.1 -2.4
O -0.29599 4.03126 1.03393 0.5 -0.8 -0.6
O -2.04667 2.41631 1.89788 1.7 1.4 3.8
O 0.19841 2.57998 3.10035 0.7 -0.2 0.7
P -0.38761 2.72191 1.75343 -1.7 2.3 2.2
H -1.49424 -3.93416 -2.64775 -0.5 0.7 0.7
H 1.62902 1.17346 1.89935 -0.2 -1.2 -1.4
H 2.46439 0.55097 -1.58496 -0.9 -1.7 -0.5
H -1.99711 2.14658 1.04841 -1.8 -2.0 -4.9
```
Positions in Å, forces in eV/Å.

***

ORCA calculation (wB97M-V/def2-TZVPD) on a structure of composition C5H4NO4PdS4SbSe in a non-equilibrium geometry.

Calculated values
LUMO level (spin up / spin down)	1.0 / 1.1	eV
net charge	-1
electronic energy	-4911.08127	Eh
frontier orbital gap (spin up / spin down)	0.2242 / 0.2383	hartree
HOMO energy (spin up / spin down)	-5.1 / -5.4	eV
<S²>	0.760
F_max	0.041	Eh/bohr
spin multiplicity	2

Structure (XYZ):
```
21
Properties=species:S:1:pos:R:3:forces:R:3
Pd -1.60879 -1.02450 -0.00377 0.0 -0.2 1.4
O -3.88622 -0.52818 -0.24671 -0.1 -0.1 0.4
S -3.78913 -1.05745 1.29673 -0.3 0.7 -0.2
O -5.08413 -1.02372 1.89616 0.0 0.1 0.0
O -2.75293 -0.16845 1.86954 0.0 -0.1 -0.3
O -3.18929 -2.38576 1.12972 -0.2 -0.5 -0.3
S -3.74794 2.96235 0.07048 0.1 0.1 0.1
Sb -3.51319 1.28062 -1.33563 -0.4 -0.3 0.0
S -0.85024 -1.00226 -2.06191 0.3 -1.2 -1.3
S -0.89397 0.78027 -1.25195 0.1 2.1 -0.2
Se 0.49693 -1.64546 0.92691 0.6 -0.6 0.3
C 1.82613 -0.46549 0.21847 -0.1 -0.1 0.0
C 2.42647 -0.65560 -1.02323 0.0 0.0 0.1
C 3.44511 0.20066 -1.41007 0.0 0.0 0.0
N 3.90964 1.19800 -0.65845 0.0 0.0 0.0
C 3.33357 1.36683 0.52880 0.0 0.0 0.0
C 2.29788 0.57754 1.00661 0.0 0.1 0.0
H 2.09624 -1.44862 -1.67658 0.0 0.0 0.0
H 3.91940 0.07367 -2.37822 0.0 0.0 0.0
H 3.71403 2.18431 1.13291 0.0 0.0 0.0
H 1.85045 0.78125 1.97018 0.0 0.0 0.0
```
Positions in Å, forces in eV/Å.

***

ORCA calculation (wB97M-V/def2-TZVPD) on a structure of composition C5H4NiO4 in a non-equilibrium geometry.

Calculated values
LUMO level (spin up / spin down)	-9.1 / -11.4	eV
net charge	+2
electronic energy	-2001.20846	Eh
frontier orbital gap (spin up / spin down)	0.3596 / 0.2766	hartree
HOMO energy (spin up / spin down)	-18.9 / -18.9	eV
<S²>	2.004
F_max	0.154	Eh/bohr
spin multiplicity	3

Structure (XYZ):
```
14
Properties=species:S:1:pos:R:3:forces:R:3
C 3.20034 -0.15893 0.06133 -0.4 0.2 -0.2
C 3.42985 0.89031 -0.55586 -0.3 -0.3 0.7
H 3.65390 1.88332 -0.92792 0.1 -0.3 -0.2
H 2.19665 0.49931 -0.48721 0.6 0.2 0.0
O -1.31028 -1.47613 0.35526 0.7 0.9 0.5
C -0.10217 -0.91361 0.33400 -7.8 1.5 0.6
O 0.67826 -1.09109 1.30158 -0.1 -0.8 -0.2
O -0.10484 0.17757 -0.37794 -1.6 0.5 -1.7
Ni 2.34517 -1.58228 1.20707 2.7 0.0 -0.3
C -2.55543 -0.09952 -0.01712 3.6 -0.7 -0.6
C -1.72792 0.53790 -0.83364 3.1 0.5 2.6
O -3.61098 0.05818 0.62717 -0.3 -1.0 -0.4
H -1.69036 1.63053 -0.91011 -0.1 -0.5 -0.9
H -4.40218 -0.35554 0.22337 -0.3 -0.2 0.2
```
Positions in Å, forces in eV/Å.

***

ORCA calculation (wB97M-V/def2-TZVPD) on an isolated molecule of C5H4O in a non-equilibrium geometry.

Calculated values
LUMO level	-0.1	eV
electronic energy	-268.02863	Eh
frontier orbital gap	0.3230	hartree
HOMO energy	-8.9	eV
SMILES string	C=Cc1cc1=O
F_max	0.061	Eh/bohr

Structure (XYZ):
```
10
Properties=species:S:1:pos:R:3:forces:R:3
C 0.81431 -0.71497 0.77271 1.6 1.7 -0.7
C -0.16743 -0.30773 -0.07940 -0.1 -1.0 1.0
C -0.31076 1.11904 -0.14369 -1.6 2.5 -1.1
C -0.75587 2.23025 -0.86213 1.3 -1.4 0.5
C 0.00221 2.50375 0.28299 0.5 -2.5 0.3
O 0.68105 3.04675 1.10273 0.0 1.4 0.2
H 1.42486 -1.63064 0.81648 -1.3 -0.1 0.0
H 1.38615 0.14195 1.25722 -0.9 -1.1 -0.5
H -0.92635 -0.95777 -0.59049 1.2 0.5 0.2
H -0.96748 2.54737 -1.86790 -0.6 0.1 -0.1
```
Positions in Å, forces in eV/Å.

***

ORCA calculation (wB97M-V/def2-TZVPD) on a cluster of 2 separate species, C5H4O in total in a non-equilibrium geometry.

Calculated values
LUMO level	0.5	eV
electronic energy	-268.03320	Eh
frontier orbital gap	0.3562	hartree
HOMO energy	-9.2	eV
F_max	0.070	Eh/bohr

Structure (XYZ):
```
10
Properties=species:S:1:pos:R:3:forces:R:3
C 0.79670 -1.73544 -0.76093 -1.9 1.4 0.4
C -0.03302 -0.88998 -0.47544 1.5 -2.9 -0.8
C 1.95948 0.38620 1.07331 0.5 0.6 -1.7
C -1.22751 0.91630 0.73792 -0.8 -1.0 -2.9
C -1.04057 0.06189 -0.33004 0.4 3.1 1.7
O 2.14477 0.64960 -0.01925 0.2 0.0 2.0
H 1.49614 -2.46247 -1.05867 0.4 -0.3 0.0
H -2.01500 1.62620 0.43982 0.6 0.1 1.0
H -0.67545 0.96922 1.66394 -0.3 -0.3 0.1
H -1.40556 0.47848 -1.27067 -0.6 -0.7 0.1
```
Positions in Å, forces in eV/Å.

***

ORCA calculation (wB97M-V/def2-TZVPD) on an isolated molecule of C5H4O.

Calculated values
LUMO level	0.5	eV
electronic energy	-268.01987	Eh
frontier orbital gap	0.3604	hartree
HOMO energy	-9.3	eV
SMILES string	C#CC=C=CO
F_max	0.009	Eh/bohr

Structure (XYZ):
```
10
Properties=species:S:1:pos:R:3:forces:R:3
C 2.81122 1.09641 0.37337 -0.4 -0.2 0.0
C 1.76430 0.50891 0.26211 0.4 0.2 0.1
C 0.57881 -0.28586 0.40620 -0.1 -0.1 0.0
C -0.48994 -0.38903 -0.35229 0.0 -0.1 0.2
C -1.68851 -0.71171 -0.77595 0.4 -0.1 -0.1
O -2.83383 -0.04374 -0.46280 0.0 0.2 0.1
H 3.74304 1.59645 0.51843 -0.2 0.0 -0.2
H 0.58376 -0.88376 1.31719 0.0 0.0 0.0
H -1.87104 -1.54958 -1.44265 0.1 0.2 0.0
H -2.59779 0.66190 0.15639 -0.2 -0.1 -0.1
```
Positions in Å, forces in eV/Å.

***

ORCA calculation (wB97M-V/def2-TZVPD) on a cluster of 2 separate species, C5H4O in total in a non-equilibrium geometry.

Calculated values
LUMO level	-1.6	eV
electronic energy	-267.89948	Eh
frontier orbital gap	0.2887	hartree
HOMO energy	-9.4	eV
F_max	0.082	Eh/bohr

Structure (XYZ):
```
10
Properties=species:S:1:pos:R:3:forces:R:3
C -1.15230 0.42958 -0.40790 -0.4 1.4 -0.1
C -1.07538 1.73396 -0.46248 -0.5 -2.4 0.0
C -1.25423 -0.86474 -0.27757 0.9 -0.5 0.0
C -1.17435 -2.16382 -0.04036 -0.4 4.0 -1.3
C 1.81260 1.54036 0.31829 -1.1 -1.0 -3.9
O 2.02172 0.55723 -0.38038 0.9 0.3 2.1
H -1.31642 -2.39094 0.93778 -0.3 -1.0 2.9
H -1.15844 -2.90453 -0.75119 0.2 -1.4 -1.7
H 1.13642 2.20250 -0.20567 -0.3 1.2 0.6
H 2.16039 1.86039 1.26948 0.9 -0.5 1.3
```
Positions in Å, forces in eV/Å.

***

ORCA calculation (wB97M-V/def2-TZVPD) on an isolated molecule of C5H4O2 in a non-equilibrium geometry.

Calculated values
LUMO level (spin up / spin down)	-1.2 / -1.2	eV
electronic energy	-343.20561	Eh
frontier orbital gap (spin up / spin down)	0.2298 / 0.2297	hartree
HOMO energy (spin up / spin down)	-7.5 / -7.5	eV
F_max	0.049	Eh/bohr

Structure (XYZ):
```
11
Properties=species:S:1:pos:R:3:forces:R:3
C 0.20164 0.97784 -0.68930 -2.1 1.4 0.1
C -0.93487 0.46770 -0.09375 1.9 0.4 -0.1
C -0.52340 -0.85168 0.40883 1.4 0.4 -1.0
O -2.15075 1.01349 0.12697 -0.3 0.3 -0.5
C 1.00454 -0.55280 -0.07142 -0.7 -1.7 1.4
C 2.14755 -0.97252 0.09242 -0.8 0.5 -0.2
O 0.72375 1.96693 -1.12756 0.3 -0.8 0.1
H -2.11531 1.95862 -0.07808 0.0 -0.1 0.2
H -0.77936 -1.69908 -0.22754 -0.2 -0.2 0.3
H -0.72647 -1.01644 1.47186 0.4 -0.2 -0.1
H 3.15267 -1.29206 0.18757 0.3 0.0 -0.1
```
Positions in Å, forces in eV/Å.

***

ORCA calculation (wB97M-V/def2-TZVPD) on an isolated molecule of C5H4O2 in a non-equilibrium geometry.

Calculated values
LUMO level	0.2	eV
electronic energy	-343.34079	Eh
frontier orbital gap	0.3249	hartree
HOMO energy	-8.7	eV
SMILES string	O=C=C/C=C\C=O
F_max	0.022	Eh/bohr

Structure (XYZ):
```
11
Properties=species:S:1:pos:R:3:forces:R:3
O -0.80052 -1.40669 -2.10085 -0.4 0.8 0.7
C -1.05231 -0.62277 -1.28669 0.0 -0.6 -0.7
C -1.41383 0.24129 -0.34181 0.1 0.0 -0.1
C -0.55495 0.64767 0.75515 0.1 -0.1 0.0
C 0.75235 0.37018 0.91951 -0.1 0.0 0.0
C 1.57603 -0.32799 -0.07897 0.0 0.0 -0.2
O 1.51901 -0.15248 -1.28137 -0.1 -0.1 0.5
H -2.45329 0.54367 -0.38335 0.1 0.0 0.0
H -1.07347 1.16718 1.56028 0.1 -0.1 -0.2
H 1.23839 0.59244 1.86548 -0.1 0.0 -0.1
H 2.26926 -1.08602 0.32969 0.2 0.2 0.0
```
Positions in Å, forces in eV/Å.

***

ORCA calculation (wB97M-V/def2-TZVPD) on an isolated molecule of C5H4O2.

Calculated values
LUMO level	-0.1	eV
electronic energy	-343.30387	Eh
frontier orbital gap	0.3372	hartree
HOMO energy	-9.3	eV
SMILES string	C=C/C=C1/OC1=O
F_max	0.015	Eh/bohr

Structure (XYZ):
```
11
Properties=species:S:1:pos:R:3:forces:R:3
C 1.23241 -1.05669 -0.72784 0.0 0.1 0.0
C 1.21924 0.27478 -0.65215 0.0 -0.2 0.0
C 0.17432 1.07676 0.00420 -0.2 -0.1 0.1
C -0.91421 0.55351 0.53823 0.3 0.1 -0.2
O -2.08019 1.02552 1.22604 -0.1 0.1 0.1
C -1.92233 -0.31670 0.99128 -0.3 -0.6 0.1
O -2.50439 -1.32751 1.19843 0.4 0.7 -0.1
H 0.44603 -1.66775 -0.28903 0.1 0.1 -0.1
H 2.03453 -1.58229 -1.23565 -0.1 0.1 0.1
H 2.02871 0.84603 -1.10068 -0.1 -0.1 0.1
H 0.29067 2.15643 0.05490 0.0 -0.1 0.0
```
Positions in Å, forces in eV/Å.

***

ORCA calculation (wB97M-V/def2-TZVPD) on a cluster of 2 separate species, C5H4O2 in total in a non-equilibrium geometry.

Calculated values
LUMO level	-0.6	eV
electronic energy	-343.25787	Eh
frontier orbital gap	0.3039	hartree
HOMO energy	-8.9	eV
SMILES string	C=C=C=O.C=C=O
F_max	0.070	Eh/bohr

Structure (XYZ):
```
11
Properties=species:S:1:pos:R:3:forces:R:3
C -2.35548 -1.00249 -0.19871 1.0 1.9 0.9
C -2.03970 0.27299 -0.32186 -0.4 -1.1 0.5
C -1.41592 1.37468 -0.23573 1.0 0.1 -0.1
O -0.75575 2.33514 -0.31208 -0.2 0.4 0.1
H -2.11397 -1.72819 0.53763 0.8 0.0 1.1
H -2.95616 -1.40732 -0.89772 -2.1 -1.3 -2.6
C 2.52153 0.85244 0.05150 2.4 -1.7 1.0
C 1.73593 0.00862 -0.55683 -0.7 -0.9 1.3
O 0.98825 -0.85025 -0.79478 0.3 0.3 -0.9
H 3.41056 0.35806 0.62303 -1.8 1.0 -1.2
H 2.48990 1.88636 -0.08562 -0.1 1.3 -0.2
```
Positions in Å, forces in eV/Å.

***

ORCA calculation (wB97M-V/def2-TZVPD) on a cluster of 2 separate species, C5H4O2 in total in a non-equilibrium geometry.

Calculated values
LUMO level	-0.1	eV
electronic energy	-343.27491	Eh
frontier orbital gap	0.3359	hartree
HOMO energy	-9.3	eV
SMILES string	C#CC=O.C=C=O
F_max	0.029	Eh/bohr

Structure (XYZ):
```
11
Properties=species:S:1:pos:R:3:forces:R:3
C 2.38740 0.21352 -0.26770 -0.8 -0.3 -0.5
C 1.40115 -0.17450 -0.83914 1.1 0.2 1.0
C 0.26070 -0.67612 -1.53812 -0.1 0.7 -1.3
O -0.37948 -1.63522 -1.22211 -0.4 -0.5 0.4
H 3.24276 0.55589 0.24282 0.4 0.2 0.2
H 0.04409 -0.09913 -2.46888 -0.1 -0.2 0.3
C -1.04141 0.19476 1.57545 0.7 -0.7 0.6
C -1.88409 0.62840 0.70105 -0.9 0.5 -0.9
O -2.63560 1.02505 -0.09149 0.2 -0.1 0.2
H -0.83831 0.72222 2.47877 0.0 0.4 0.3
H -0.55721 -0.75488 1.42935 0.0 -0.1 -0.2
```
Positions in Å, forces in eV/Å.